1.
Formula: C9H15ClFNO4
Source: the OMol25 dataset
Level of theory: wB97M-V/def2-TZVPD

## Properties
- E_tot (Ha) = -1267.6998
- HOMO-LUMO gap (eV) = 10.47
- structure (SMILES) = C[C@H](O)CN(CC(=O)Cl)C(=O)OCCCF
- HOMO level (Ha) = -0.3677

Geometry (Å):
C -0.9890 3.0782 1.3398
C 0.2102 2.6939 0.4591
O 0.1749 3.3652 -0.7983
C 0.3878 1.1689 0.2467
N -0.0495 0.6964 -1.0715
C -1.4625 0.9351 -1.3370
C -1.7373 1.2671 -2.7896
O -0.9747 1.4362 -3.6634
Cl -3.5040 1.4594 -3.0480
C 0.2512 -0.6379 -1.3561
O -0.1252 -1.1936 -2.3495
O 1.0197 -1.2312 -0.4158
C 0.7231 -2.6171 -0.1650
C 0.8761 -2.8975 1.3337
C 1.9531 -3.9059 1.6625
F 3.1977 -3.2968 1.6376
H -0.7202 3.8599 2.0500
H -1.3552 2.2281 1.9187
H -1.8275 3.4387 0.7353
H 1.1113 3.0479 0.9685
H -0.5573 3.9874 -0.8073
H 1.4478 0.9395 0.3245
H -0.1060 0.6247 1.0625
H -2.1028 0.0929 -1.0522
H -1.8111 1.7972 -0.7723
H -0.2770 -2.8507 -0.5292
H 1.4210 -3.2289 -0.7417
H -0.0725 -3.2660 1.7317
H 1.1061 -1.9514 1.8283
H 1.9769 -4.7207 0.9352
H 1.8148 -4.3189 2.6626

Atomic forces in eV per Å
C 0.0 -0.1 0.0
C -0.2 0.2 0.0
O 0.0 -0.1 0.0
C 0.3 0.3 -0.1
N -0.5 -0.6 0.9
C 0.0 0.2 -0.4
C 0.2 0.0 0.1
O 0.0 0.0 -0.1
Cl -0.2 0.0 0.0
C 0.6 0.3 -0.3
O -0.6 -0.3 0.0
O -0.3 0.2 0.4
C 0.5 -0.3 -0.3
C -0.2 0.1 -0.3
C -0.1 0.0 0.1
F 0.2 0.1 -0.1
H -0.1 0.1 -0.1
H 0.0 0.0 0.0
H 0.0 0.0 0.0
H 0.0 -0.2 0.1
H 0.1 0.1 0.0
H 0.0 0.0 0.0
H 0.0 0.0 0.0
H 0.0 0.0 -0.1
H 0.1 0.0 0.0
H 0.0 0.1 0.0
H 0.0 0.1 0.0
H 0.0 0.0 0.0
H 0.0 -0.1 0.1
H 0.0 0.0 0.0
H 0.0 0.0 0.0

=====

2.
Formula: C9H15ClN3
Source: the OMol25 dataset
Level of theory: wB97M-V/def2-TZVPD

## Properties
- E_tot (Ha) = -976.0639
- HOMO-LUMO gap (eV) = 7.79
- structure (SMILES) = Cl[C@@H]1C=CN=C(N2CC[NH2+]CC2)C1
- HOMO level (Ha) = -0.4104
- ΔE to the lowest compared entry with this formula, charge and spin (eV) = 0.711
- charge = +1

Geometry (Å):
Cl -1.1907 -3.3183 -3.0327
C -0.0680 -3.2377 -1.6202
C -0.5115 -3.8790 -0.3217
C -0.4927 -3.1739 0.8138
N -0.0532 -1.8696 1.0149
C 0.2827 -1.2189 -0.0516
N 0.5027 0.0857 0.0811
C 0.5244 0.5744 1.5255
C -0.5479 1.7516 1.6834
N -0.1963 2.7168 0.6641
C -0.4069 2.1461 -0.7757
C 0.7278 1.0578 -0.9385
C 0.2954 -1.7410 -1.5171
H 0.8624 -3.8952 -1.9438
H -0.8865 -4.8296 -0.1839
H -0.5749 -3.7542 1.7791
H 1.4510 1.0181 1.9629
H 0.3513 -0.4429 1.9615
H -1.4705 1.2404 1.6569
H -0.3678 2.2396 2.6243
H -0.6545 3.6555 0.7456
H 0.8087 2.8897 0.7355
H -0.4961 2.8214 -1.5289
H -1.3624 1.5877 -0.6287
H 0.7507 0.7824 -1.9772
H 1.7313 1.4401 -0.6987
H 1.2914 -1.3885 -1.8860
H -0.3691 -1.0489 -2.0474

Atomic forces in eV per Å
Cl -0.2 -0.5 0.3
C 2.1 -1.4 -0.8
C -0.2 3.2 -0.1
C 1.1 -1.7 1.4
N 0.1 -0.1 -1.4
C -1.3 -2.0 -0.8
N 1.0 2.1 2.1
C -0.4 0.6 -0.9
C 2.5 -2.6 1.3
N -0.6 1.8 -2.7
C 0.3 -3.8 3.5
C -0.3 1.7 0.8
C 0.9 1.1 1.9
H -1.8 1.6 0.4
H -0.4 -2.1 -0.7
H -0.5 0.8 -1.1
H 0.1 -0.6 -1.1
H -0.5 1.3 0.8
H -1.6 0.5 -0.6
H -0.3 0.0 0.6
H 0.2 -1.0 0.1
H 0.1 0.2 0.2
H 0.1 2.5 -1.8
H 0.6 0.5 -0.6
H -0.1 -0.8 -0.2
H -0.2 0.7 -0.5
H -0.5 -1.1 0.0
H -0.4 -0.7 -0.1

=====

3.
Formula: C9H15CrO6
Source: the OMol25 dataset
Level of theory: wB97M-V/def2-TZVPD

## Properties
- E_tot (Ha) = -1847.1070
- HOMO-LUMO gap (alpha / beta) (eV) = 6.14 / 7.55
- HOMO level (alpha / beta) (Ha) = -0.5692 / -0.6022
- multiplicity = 4
- charge = +2

Geometry (Å):
O 0.0158 2.4827 1.5426
C -0.7627 3.0035 0.7656
C -1.0875 2.3856 -0.5553
O -0.2625 1.2530 -0.7318
C -0.7118 0.2408 -1.5983
C -1.6127 -0.7399 -0.9323
O -2.3139 -0.2714 0.0205
C -3.0914 -1.1159 0.8876
H -0.9225 3.1252 -1.3562
H -1.3352 3.9033 1.0477
H -2.1631 2.1474 -0.5583
H 0.1830 -0.3054 -1.9336
H -1.2152 0.6414 -2.4942
H -1.9873 -1.5860 -1.5268
H -0.5317 -1.8244 0.1004
H -4.0006 -0.5566 1.1225
H -3.3207 -2.0658 0.3902
H -2.4858 -1.2497 1.7908
O 2.8242 1.6509 0.5024
C 3.5768 0.8747 -0.2466
C 3.2001 -0.3552 -0.6563
O 1.8916 -0.7294 -0.3350
C 1.7152 -1.9366 0.4066
C 0.3490 -1.8269 1.0660
O 0.2117 -0.6684 1.7310
Cr 1.0778 0.8399 0.8329
H 4.5528 1.2584 -0.5786
H 3.7717 -1.0300 -1.2919
H 2.5033 -2.0061 1.1749
H 1.7699 -2.8082 -0.2642
H 0.1618 -2.7310 1.6775

Atomic forces in eV per Å
O 0.5 -0.1 -0.1
C -0.7 0.0 0.2
C -0.5 0.9 -0.3
O -0.1 -0.2 0.0
C 0.6 -0.7 -0.6
C -1.2 0.3 0.0
O 1.2 0.2 -0.2
C -0.8 -0.6 0.5
H 0.0 -0.2 0.1
H 0.3 -0.1 0.0
H 0.3 0.0 0.1
H -0.3 0.2 -0.1
H 0.0 0.0 0.2
H 0.4 -0.2 0.5
H 1.2 -0.2 0.9
H 0.2 -0.2 -0.1
H 0.1 0.2 0.1
H -0.1 0.0 -0.2
O -1.6 -1.0 0.2
C 1.0 0.2 -0.5
C 0.1 0.1 -0.5
O 0.1 1.3 0.5
C -0.2 -1.5 0.1
C -0.5 0.1 -0.8
O -0.1 0.9 -0.4
Cr 1.3 -0.1 0.3
H -0.4 -0.1 0.4
H -0.2 0.1 0.3
H -0.3 0.0 -0.2
H 0.1 0.3 0.1
H -0.4 0.3 -0.4

=====

4.
Formula: C9H15F2N3O12
Source: the OMol25 dataset
Level of theory: wB97M-V/def2-TZVPD

## Properties
- E_tot (Ha) = -1618.5435
- HOMO-LUMO gap (eV) = 10.84
- structure (SMILES) = O=C1OC[C@@H](F)O1.O=C1OC[C@@H](F)O1.C[N+](=O)[O-].C[N+](=O)[O-].C[N+](=O)[O-]
- HOMO level (Ha) = -0.3995
- ΔE to the lowest compared entry with this formula, charge and spin (eV) = 0.544

Geometry (Å):
O -0.8358 -3.8474 -0.9569
C -1.2660 -3.4836 0.0750
O -2.3796 -2.7514 0.1916
C -2.4967 -2.3487 1.5431
C -1.5554 -3.2223 2.3342
F -2.2310 -4.3577 2.7345
O -0.6596 -3.6154 1.3149
H -1.9417 -1.3873 1.5627
H -3.4443 -1.9682 1.9085
H -1.0061 -2.7927 3.1617
O -0.2250 4.7600 0.7470
C 0.8885 4.4279 0.9712
O 1.9846 4.8594 0.3180
C 3.1314 4.3969 0.9983
C 2.6080 3.2238 1.8015
F 3.2012 3.0750 3.0122
O 1.2354 3.5576 1.9451
H 3.9746 4.1021 0.3786
H 3.4632 5.1858 1.6835
H 2.7367 2.2845 1.2534
C 2.8288 -3.1664 1.3226
N 3.1343 -1.8886 1.9914
O 3.8256 -1.0928 1.3968
O 2.6433 -1.6808 3.0873
H 3.3013 -3.1067 0.3492
H 1.7790 -3.4348 1.2943
H 3.3267 -3.9630 1.8796
C -0.3923 0.3700 -0.9140
N 0.9352 -0.1139 -0.4868
O 1.0151 -1.2905 -0.1944
O 1.8754 0.6505 -0.5572
H -0.4630 1.4489 -1.0308
H -1.1575 -0.0637 -0.2805
H -0.6169 0.0570 -1.9370
C -4.0903 0.7542 -5.2573
N -3.6552 1.4049 -3.9877
O -4.4453 2.1476 -3.4516
O -2.5657 1.0946 -3.5607
H -3.4529 1.1128 -6.0626
H -5.1339 0.9663 -5.4437
H -3.8741 -0.3040 -5.1350

Atomic forces in eV per Å
O 0.5 -0.6 -0.2
C 0.4 0.6 0.4
O -1.1 -0.6 0.5
C 1.9 3.3 0.5
C -1.0 -1.3 -1.4
F 0.3 0.1 0.5
O -0.1 -0.2 -0.2
H 0.0 0.0 0.1
H -0.6 -1.3 -0.2
H -0.1 0.1 0.1
O -0.1 0.1 -0.2
C -0.2 0.1 0.2
O 0.0 0.1 -0.7
C 0.8 0.2 1.2
C 0.1 -0.3 -0.5
F -0.3 0.4 -0.1
O 0.3 -0.6 0.3
H -0.4 0.2 -0.5
H 0.1 -0.1 0.0
H -0.3 -0.1 0.3
C 0.9 -1.0 -0.3
N -0.7 0.6 0.2
O 0.3 -0.1 0.0
O 0.0 -0.3 0.0
H -0.3 0.0 -0.1
H -0.1 0.6 0.0
H 0.1 0.2 0.2
C -1.0 0.4 -0.8
N 0.2 0.1 -0.8
O -0.1 0.1 0.3
O -0.1 0.0 0.2
H 0.4 0.1 0.8
H 0.1 0.1 0.2
H 0.5 -0.6 0.1
C 0.5 -0.3 -0.2
N -0.7 -0.3 -0.2
O 0.1 0.2 0.1
O 0.3 0.1 0.1
H 0.0 0.2 0.1
H 0.0 0.0 0.1
H -0.2 0.0 0.0

=====

5.
Formula: C9H15F4N3OSi
Source: the OMol25 dataset
Level of theory: wB97M-V/def2-TZVPD

## Properties
- E_tot (Ha) = -1280.4308
- HOMO-LUMO gap (eV) = 11.67
- structure (SMILES) = O[Si@H](CCF)C(F)(F)F.CC#N.CC#N.CC#N
- HOMO level (Ha) = -0.4183

Geometry (Å):
O -3.1218 -2.5701 -0.4010
Si -3.4940 -1.0334 0.0424
C -4.8739 -0.2500 -0.9403
C -5.7256 0.6905 -0.1127
F -6.3923 -0.0489 0.8630
C -1.9003 -0.0149 -0.3283
F -1.6748 0.1904 -1.6514
F -0.7737 -0.5633 0.1619
F -2.0207 1.2161 0.2247
H -3.6648 -3.2562 0.0014
H -3.7059 -0.9037 1.4942
H -5.5159 -1.0312 -1.3586
H -4.4513 0.2987 -1.7887
H -6.4947 1.1815 -0.7126
H -5.1426 1.4568 0.4034
C 1.5498 -0.3261 -2.1275
C 2.7292 -0.5423 -2.9578
N 3.6622 -0.7126 -3.6056
H 1.6364 -0.8865 -1.1994
H 1.4660 0.7305 -1.8814
H 0.6533 -0.6351 -2.6600
C 3.4311 3.0581 -0.4597
C 3.1344 1.8228 0.2552
N 2.8989 0.8405 0.7988
H 2.5225 3.6464 -0.5754
H 4.1631 3.6409 0.0965
H 3.8365 2.8240 -1.4430
C 4.4825 -1.3938 2.8301
C 4.6692 -1.6193 4.2586
N 4.8163 -1.7943 5.3839
H 3.8655 -2.1838 2.4060
H 3.9876 -0.4409 2.6562
H 5.4479 -1.3908 2.3269

Atomic forces in eV per Å
O -0.2 0.0 0.1
Si 0.1 0.1 0.0
C 0.0 0.0 -0.1
C -0.2 0.1 0.0
F 0.0 -0.1 0.1
C 0.0 -0.2 -0.1
F 0.0 0.0 -0.1
F 0.1 0.0 0.1
F 0.0 0.2 0.1
H 0.2 -0.1 -0.1
H 0.0 0.0 0.0
H 0.0 0.0 0.0
H 0.0 0.0 0.0
H 0.1 0.0 0.0
H 0.0 0.0 0.0
C 0.0 0.0 0.0
C 0.1 0.0 0.0
N -0.1 0.1 0.1
H 0.0 0.0 0.0
H -0.1 0.0 0.0
H 0.0 0.0 0.0
C 0.0 0.0 0.0
C 0.0 0.0 0.0
N 0.0 0.0 0.0
H 0.0 0.0 0.0
H 0.0 0.0 0.0
H 0.0 0.0 0.0
C 0.0 0.0 0.0
C 0.0 0.0 0.1
N 0.0 0.0 -0.1
H 0.0 0.0 0.0
H 0.0 0.0 0.0
H 0.0 0.0 0.0

=====

6.
Formula: C9H15FN3O2
Source: the OMol25 dataset
Level of theory: wB97M-V/def2-TZVPD

## Properties
- E_tot (Ha) = -766.1873
- HOMO-LUMO gap (eV) = 10.18
- HOMO level (Ha) = -0.4915
- ΔE to the lowest compared entry with this formula, charge and spin (eV) = 3.637
- charge = +1

Geometry (Å):
C -3.2285 -1.2534 -0.7250
C -1.0951 -1.2494 0.3335
C -3.6168 0.1989 -0.7539
C 1.3934 1.5379 -0.7712
C 1.7837 0.8947 1.2212
C 2.0937 0.2879 -0.1780
C -2.6260 1.0266 -0.0482
C 3.5578 0.1626 -0.3651
C 1.3960 -1.0308 -0.5367
N -2.2297 -1.8221 -0.2224
N -1.6954 0.5823 0.6929
N -0.7770 -1.8134 1.5096
O 0.9484 1.9399 0.5685
O -0.1601 -0.9891 -0.5907
F -2.9019 2.3323 -0.3220
H -4.0013 -1.9618 -1.0865
H -3.7954 0.6524 -1.7411
H -4.4935 0.5449 -0.1971
H 1.9021 2.3706 -1.2905
H 0.5779 1.2996 -1.3643
H 1.1508 0.2495 1.9683
H 2.7209 1.3544 1.6032
H 4.0530 1.1305 -0.8570
H 3.9639 -0.6312 -0.8875
H 3.9527 -0.0165 0.6831
H 1.7130 -1.8005 0.0474
H 1.7164 -1.0217 -1.6117
H -0.9929 1.2526 0.9459
H -1.4818 -2.2811 2.1097
H 0.1718 -1.9465 1.8657

Atomic forces in eV per Å
C -2.1 -0.6 0.0
C 1.4 -1.2 -0.4
C 0.8 0.9 0.5
C 0.6 0.5 1.7
C -1.3 0.2 -0.6
C -1.3 0.6 0.8
C 0.6 0.7 -0.2
C 2.3 2.7 1.4
C -1.5 3.6 -2.5
N 0.0 0.3 -0.4
N -1.4 0.7 -1.5
N 0.4 -0.5 1.7
O 0.3 -0.6 0.4
O 1.2 0.4 0.1
F 1.1 -1.0 0.8
H 0.5 0.5 -0.1
H 0.3 -0.6 0.0
H -0.7 -1.1 -0.1
H 0.5 -0.7 0.5
H -1.8 -0.5 -1.2
H 1.4 1.3 -1.1
H -0.9 -0.4 0.5
H -1.1 -2.0 1.4
H 0.3 -1.8 -1.6
H 0.2 0.5 -1.3
H 0.7 -2.5 1.4
H -1.0 -1.3 0.8
H 0.7 0.8 0.5
H 0.5 0.7 -1.1
H -0.5 0.5 -0.6

=====

7.
Formula: C9H15N
Source: the OMol25 dataset
Level of theory: wB97M-V/def2-TZVPD

## Properties
- E_tot (Ha) = -406.4983
- HOMO-LUMO gap (eV) = 8.06
- HOMO level (Ha) = -0.2676
- ΔE to the lowest compared entry with this formula, charge and spin (eV) = 5.084

Geometry (Å):
C -1.9921 0.4197 1.3605
C -1.7513 -0.4388 0.3441
C -0.5993 0.4426 0.8262
C -2.9790 0.9984 2.3163
C -2.0888 -1.6249 -0.4721
C 1.0352 0.3372 -2.0237
C 2.8668 1.1752 -0.5656
C 1.8673 -1.0874 0.0569
C 1.7112 0.2354 -0.6785
N 0.4989 0.9516 0.7055
H -3.7462 0.2330 2.4987
H -3.6158 1.8781 2.0321
H -2.4417 1.3761 3.2804
H -1.4912 -2.4529 -0.0813
H -1.8807 -1.5391 -1.5006
H -3.2197 -1.7948 -0.3371
H 0.7656 1.3470 -2.2278
H 1.8441 -0.0884 -2.7361
H 0.0621 -0.2093 -1.9548
H 3.8319 0.8025 -0.8736
H 2.9159 1.6482 0.3822
H 2.6501 1.9608 -1.2732
H 2.5779 -1.0976 0.9427
H 0.9052 -1.5130 0.5201
H 2.2736 -1.9597 -0.5414

Atomic forces in eV per Å
C 1.2 0.0 -1.5
C 1.9 1.4 1.6
C -4.6 -1.7 -1.0
C -0.1 0.7 1.6
C -2.4 -0.1 1.8
C 0.4 -2.3 0.7
C -0.5 0.5 -1.0
C 0.1 -2.5 0.7
C -2.1 0.3 3.6
N 4.0 1.1 -1.7
H 0.4 0.1 0.6
H 1.1 -0.6 -0.6
H -1.0 -1.1 -1.6
H -0.3 -0.1 0.0
H 0.3 0.4 -1.2
H 1.7 -0.3 -0.3
H 0.2 0.8 -0.3
H -1.8 0.6 0.5
H 1.0 -0.1 -0.7
H 0.3 -0.6 0.1
H 0.2 0.1 1.1
H 0.1 0.6 -0.2
H -0.8 0.8 -1.0
H 1.1 0.8 -1.0
H -0.4 1.0 0.0

=====

8.
Formula: C9H15N2
Source: the OMol25 dataset
Level of theory: wB97M-V/def2-TZVPD

## Properties
- E_tot (Ha) = -461.0103
- HOMO-LUMO gap (eV) = 7.90
- HOMO level (Ha) = -0.4425
- ΔE to the lowest compared entry with this formula, charge and spin (eV) = 5.158
- charge = +1

Geometry (Å):
C -1.5858 0.8301 1.7446
C -0.6382 1.3841 2.7253
C 1.4434 1.9577 -1.4084
C -0.4475 -3.2378 -0.2379
C -0.8529 -1.9769 -1.0497
C 0.3862 -2.3701 0.6751
C -0.9106 1.8675 1.3196
C 0.1284 -1.2741 -0.2951
C 0.6388 -0.0379 -0.2514
N 1.3459 2.9732 -2.3162
N 0.5870 0.9719 -1.2969
H -2.4918 0.2206 1.5425
H -0.9780 2.0481 3.6214
H 2.0887 1.9009 -0.5520
H -1.3092 -3.5707 0.3481
H 0.1818 -4.0592 -0.6612
H -0.6878 -2.1309 -2.1139
H -1.8794 -1.7640 -0.9757
H -0.1047 -2.2390 1.6207
H 1.4198 -2.5037 0.9143
H -0.9157 2.6268 0.4981
H 0.2636 0.8292 2.9229
H 1.2959 0.2066 0.5745
H 1.7909 3.8321 -1.9580
H 1.2916 2.8212 -3.3267
H -0.0602 0.6942 -2.0640

Atomic forces in eV per Å
C -1.3 0.7 -1.1
C -0.1 1.7 1.7
C -2.2 -0.4 -0.3
C -0.3 -1.7 0.5
C 0.3 -3.0 -2.6
C 0.1 1.2 0.6
C -1.2 -0.3 -0.6
C 1.2 3.8 1.4
C 1.1 -0.4 -0.7
N 1.2 -0.4 1.4
N -0.5 -1.7 -1.0
H 1.0 0.4 0.4
H 0.5 -1.4 -1.5
H 0.7 1.1 0.2
H 0.3 -0.8 -0.5
H -1.1 0.7 -0.2
H 0.2 0.3 -0.3
H -1.3 0.7 0.6
H -0.3 0.3 0.6
H 0.7 -0.7 -0.2
H 0.3 -0.7 1.2
H 0.4 -0.1 0.2
H 0.1 0.2 -0.2
H -0.1 -0.7 -1.0
H -0.2 0.1 0.7
H 0.5 0.8 0.6

=====

> Which value of E_tot does entry 8 give?

-461.0103 Ha